(1)
Density functional theory data (the ωB97M-V functional and the def2-TZVPD basis) for a structure of composition C3H3AuLiO2 at a distorted geometry.

**LUMO energy (alpha / beta)**: -10.7178 / -13.5491 eV
**Total charge**: +2
**2S+1**: 4
**Frontier orbital gap (alpha / beta)**: 6.3595 / 7.3764 eV
**E**: -408.8496 a.u.
**Largest force on an atom**: 0.282 hartree/bohr
**E_HOMO (alpha / beta)**: -0.6276 / -0.7690 Ha

The geometry in XYZ format:
```
10
Properties=species:S:1:pos:R:3:forces:R:3
H 1.498 1.418 -1.537 -0.428 -0.334 0.207
O -0.615 -1.259 0.508 9.978 8.285 -6.489
C 0.078 -0.234 0.958 -3.056 -0.012 3.417
C 0.375 0.908 0.278 0.115 0.138 -2.380
C 0.698 0.740 -1.147 1.412 1.767 -2.199
O 0.171 -0.049 -1.918 1.363 1.974 0.559
Li -0.694 -1.268 -1.358 -1.711 -2.486 -0.585
Au -1.693 -2.198 1.446 -8.721 -7.812 7.656
H 0.229 1.887 0.731 0.557 -0.024 0.108
H -0.048 0.055 2.038 0.491 -1.497 -0.295
```
Positions in Å, forces in eV/Å.

=====

(2)
Density functional theory data (the ωB97M-V functional and the def2-TZVPD basis) for a structure of composition C17H27MnN9OP at a distorted geometry.

**LUMO energy (alpha / beta)**: -15.4418 / -13.6068 eV
**Total charge**: +4
**2S+1**: 5
**Frontier orbital gap (alpha / beta)**: 5.2871 / 7.1613 eV
**E**: -2722.9834 a.u.
**Largest force on an atom**: 0.020 hartree/bohr
**E_HOMO (alpha / beta)**: -0.7618 / -0.7632 Ha

The geometry in XYZ format:
```
56
Properties=species:S:1:pos:R:3:forces:R:3
Mn 0.621 -0.585 -0.630 0.390 0.816 -0.468
N -2.291 0.052 -2.196 0.092 0.243 0.137
C -1.203 0.143 -2.991 0.099 -0.198 0.011
N -1.381 0.436 -4.240 0.111 0.045 -0.020
C -0.294 0.487 -5.037 0.010 0.029 -0.163
N -0.445 0.757 -6.300 -0.028 0.053 -0.014
N 0.988 0.250 -4.587 -0.182 0.022 -0.046
C 1.106 -0.002 -3.343 0.013 0.039 0.177
N 0.051 -0.082 -2.429 0.023 -0.126 0.231
C 2.448 -0.201 -2.762 -0.090 0.064 0.049
C 3.593 -0.283 -3.517 0.088 0.056 -0.066
C 4.813 -0.427 -2.859 -0.014 -0.001 0.026
C 4.837 -0.442 -1.469 0.064 0.051 -0.065
C 3.648 -0.361 -0.774 -0.067 0.103 0.001
N 2.468 -0.254 -1.411 -0.290 -0.394 0.044
H -3.175 0.111 -2.688 -0.023 -0.069 -0.008
H -2.264 -0.565 -1.405 -0.078 -0.194 -0.067
H -1.367 0.939 -6.677 -0.007 -0.009 -0.010
H 0.353 0.800 -6.921 0.017 -0.017 0.004
H 3.521 -0.224 -4.595 0.029 -0.021 0.001
H 5.732 -0.514 -3.426 0.005 0.019 0.002
H 5.770 -0.509 -0.924 -0.002 -0.007 -0.018
H 3.634 -0.337 0.307 -0.035 -0.100 0.008
C 1.624 -4.035 1.405 0.051 -0.089 0.029
C 1.781 -2.574 1.461 -0.163 -0.008 -0.185
C 2.661 -1.942 2.458 0.042 0.005 -0.019
O 1.152 -1.875 0.607 0.003 -0.154 0.422
H 1.933 -4.513 2.331 -0.001 -0.023 -0.003
H 2.285 -4.403 0.606 0.021 0.018 0.018
H 0.611 -4.323 1.123 0.001 0.027 -0.003
H 2.445 -2.349 3.450 -0.007 0.005 0.003
H 2.610 -0.856 2.460 0.004 0.008 -0.014
H 3.690 -2.269 2.250 -0.016 -0.028 0.033
C -1.917 2.576 3.281 0.059 -0.074 0.004
N -2.678 2.593 1.935 0.010 0.007 -0.030
C -3.864 1.603 2.050 0.066 -0.061 -0.004
N -3.376 0.311 2.398 -0.063 0.032 0.064
C -2.662 0.341 3.676 0.058 0.017 -0.049
N -1.509 1.243 3.583 -0.126 0.044 0.067
C -0.434 0.736 2.767 0.043 0.025 -0.275
P -1.058 0.556 0.999 -0.288 -0.332 0.210
C -1.769 2.261 0.783 0.131 -0.014 -0.111
C -2.663 -0.372 1.342 0.136 0.178 -0.048
H -2.612 2.949 4.032 -0.032 0.002 0.011
H -1.073 3.259 3.196 0.018 0.009 -0.029
H -3.051 3.536 1.777 -0.017 0.005 0.035
H -4.396 1.609 1.100 0.028 -0.004 -0.038
H -4.512 1.996 2.832 -0.010 0.021 0.018
H -2.331 -0.661 3.942 -0.001 -0.003 -0.002
H -3.335 0.696 4.455 -0.007 0.012 0.012
H -0.103 -0.236 3.131 -0.030 -0.010 0.039
H 0.416 1.420 2.779 0.024 0.005 0.017
H -2.330 2.328 -0.150 -0.056 -0.036 0.007
H -0.969 3.001 0.749 0.002 0.028 0.019
H -2.444 -1.402 1.623 0.006 -0.001 0.073
H -3.281 -0.391 0.444 -0.010 -0.013 -0.019
```
Positions in Å, forces in eV/Å.

=====

(3)
Density functional theory data (the ωB97M-V functional and the def2-TZVPD basis) for a cluster of 2 separate species, C6H16 in total at a distorted geometry.

**Structure (SMILES)**: CC(C)C.CC
**LUMO energy**: 1.1031 eV
**2S+1**: 1
**Frontier orbital gap**: 11.9618 eV
**E**: -238.1597 a.u.
**Largest force on an atom**: 0.037 hartree/bohr
**E_HOMO**: -0.3991 Ha

The geometry in XYZ format:
```
22
Properties=species:S:1:pos:R:3:forces:R:3
C -0.012 -0.898 -1.482 0.639 -1.606 -0.667
C 1.179 -0.985 -2.438 1.006 0.435 -0.755
C -0.324 -2.337 -0.920 -1.086 1.345 -0.755
C 0.371 0.064 -0.347 -1.840 -0.003 -0.025
H -0.887 -0.724 -2.135 0.272 0.966 0.655
H 1.326 -1.904 -3.008 -0.629 -0.180 0.024
H 2.149 -0.869 -1.946 -0.123 0.042 0.400
H -0.186 -2.349 0.157 0.617 -0.722 -0.081
H -1.393 -2.515 -1.066 -0.045 -0.094 0.120
H 0.163 -3.046 -1.582 0.383 -0.469 0.768
H 1.167 0.763 -0.592 0.280 -0.349 0.071
H -0.467 0.687 -0.028 -0.080 -0.038 -0.253
H 0.530 -0.584 0.522 0.803 0.550 -0.009
H 1.169 -0.181 -3.188 -0.151 -0.041 0.202
C -1.358 1.689 2.178 0.848 -0.512 0.380
C 0.139 2.033 2.270 -0.015 -0.415 0.946
H -1.560 0.686 1.805 0.191 -0.008 -0.289
H -1.742 1.643 3.201 -0.338 0.583 -0.235
H -1.841 2.412 1.533 -0.490 0.097 0.154
H 0.227 3.055 2.613 0.098 0.434 -0.203
H 0.727 1.893 1.365 -0.202 0.083 0.022
H 0.621 1.466 3.087 -0.138 -0.099 -0.468
```
Positions in Å, forces in eV/Å.

=====

(4)
Density functional theory data (the ωB97M-V functional and the def2-TZVPD basis) for a structure of composition C27H23N5O4SSrTe.

**LUMO energy**: -0.2734 eV
**2S+1**: 1
**Frontier orbital gap**: 8.1689 eV
**E**: -2314.5263 a.u.
**Largest force on an atom**: 0.015 hartree/bohr
**E_HOMO**: -0.3103 Ha

The geometry in XYZ format:
```
62
Properties=species:S:1:pos:R:3:forces:R:3
Sr 0.235 0.749 0.210 0.572 0.506 0.172
O 0.652 -3.483 0.776 0.178 -0.064 -0.068
C 0.294 -2.446 0.238 -0.379 0.187 -0.119
O 1.021 -1.440 -0.105 0.186 -0.711 -0.009
C -1.210 -2.206 0.041 -0.022 -0.043 0.044
C -2.173 -3.198 -0.032 -0.001 0.009 0.056
C -3.504 -2.803 -0.086 -0.059 -0.033 -0.020
C -3.847 -1.458 -0.018 -0.031 0.038 -0.028
C -2.827 -0.529 0.098 0.099 -0.048 0.025
N -1.554 -0.921 0.082 -0.224 -0.271 0.068
C -3.024 0.985 0.331 0.181 -0.413 0.101
O -4.077 1.496 -0.005 -0.053 0.096 0.079
O -1.996 1.517 0.891 -0.120 0.232 -0.342
H -1.882 -4.239 -0.022 0.021 0.007 0.000
H -4.283 -3.552 -0.155 0.003 0.004 -0.003
H -4.873 -1.119 -0.033 0.000 -0.008 0.000
C 3.501 -2.365 2.448 -0.041 -0.048 -0.013
N 3.231 -1.225 1.597 0.008 0.218 -0.098
C 3.681 -0.001 1.818 -0.054 -0.200 -0.146
N 4.509 0.182 2.871 0.029 0.082 -0.026
S 3.254 1.335 0.840 -0.058 0.036 0.121
H 2.911 -3.198 2.072 -0.020 0.011 0.021
H 3.206 -2.162 3.482 0.011 -0.016 -0.017
H 4.557 -2.646 2.423 0.010 0.003 0.005
H 2.559 -1.345 0.829 -0.039 -0.069 0.087
H 4.973 -0.602 3.298 -0.034 -0.004 0.022
H 4.950 1.082 2.942 -0.012 0.003 -0.002
Te -0.264 3.862 0.875 -0.322 0.407 0.417
C 1.140 5.387 0.533 0.216 0.069 -0.218
C 1.039 6.598 1.210 -0.022 0.042 -0.020
C 1.966 7.606 0.981 0.021 0.005 -0.004
C 2.998 7.411 0.075 -0.003 0.000 -0.003
C 3.109 6.204 -0.600 0.001 0.011 0.016
C 2.187 5.193 -0.367 0.055 0.035 0.055
C -1.412 4.167 -0.862 0.031 0.007 -0.102
C -0.846 3.978 -2.119 -0.016 0.059 -0.038
C -1.614 4.163 -3.261 0.009 -0.004 0.045
C -2.949 4.522 -3.144 -0.027 0.001 -0.035
C -3.515 4.694 -1.891 0.008 -0.015 0.033
C -2.750 4.519 -0.746 -0.015 -0.059 -0.018
H 0.230 6.763 1.910 -0.008 -0.023 -0.001
H 1.883 8.548 1.507 -0.024 -0.010 0.014
H 3.718 8.200 -0.103 0.003 -0.003 -0.004
H 3.920 6.045 -1.299 -0.006 -0.012 -0.005
H 2.298 4.245 -0.879 -0.010 -0.007 0.004
H 0.200 3.709 -2.219 0.006 0.003 0.020
H -1.168 4.024 -4.238 -0.003 -0.002 -0.004
H -3.553 4.659 -4.032 0.011 -0.002 -0.005
H -4.561 4.956 -1.798 0.000 -0.005 0.001
H -3.201 4.629 0.230 -0.002 -0.002 0.000
N -2.378 -2.423 5.679 -0.002 0.005 -0.007
C -1.708 -1.599 5.242 0.101 0.078 -0.059
C -0.860 -0.561 4.712 -0.151 -0.136 0.151
C -0.532 0.548 5.484 0.012 0.033 0.014
C 0.291 1.509 4.932 0.036 -0.005 -0.044
C 0.737 1.332 3.632 0.084 -0.013 -0.056
N 0.411 0.279 2.878 -0.150 0.024 0.069
C -0.371 -0.655 3.416 0.040 -0.035 -0.120
H -0.917 0.640 6.491 0.007 0.008 0.000
H 0.585 2.389 5.486 -0.018 -0.006 0.023
H 1.397 2.055 3.163 -0.009 0.014 0.009
H -0.619 -1.515 2.804 -0.002 0.032 -0.034
```
Positions in Å, forces in eV/Å.

=====

(5)
Density functional theory data (the ωB97M-V functional and the def2-TZVPD basis) for an isolated molecule of C3H6N2O2S at a distorted geometry.

**Structure (SMILES)**: C=NOC(=S)N(C)O
**LUMO energy**: 0.4776 eV
**2S+1**: 1
**Frontier orbital gap**: 9.1053 eV
**E**: -775.9467 a.u.
**Largest force on an atom**: 0.046 hartree/bohr
**E_HOMO**: -0.3171 Ha

The geometry in XYZ format:
```
14
Properties=species:S:1:pos:R:3:forces:R:3
C 2.102 -0.881 0.116 1.646 -1.450 -0.655
C 0.114 -0.148 -1.134 0.417 -0.186 1.948
C -2.512 1.480 0.344 0.589 -0.219 0.404
H 2.370 -1.954 -0.144 -0.670 1.011 -0.133
H 2.657 -0.229 -0.574 -0.260 -0.246 0.333
H 2.508 -0.791 1.115 -0.279 0.502 0.391
H -0.274 -0.338 1.623 -0.005 -0.357 -0.156
H -2.766 2.150 1.210 0.265 -0.793 -1.121
H -3.272 1.024 -0.332 0.487 0.643 0.593
N 0.722 -0.559 0.059 -0.460 0.880 -2.164
N -1.273 1.174 0.202 -1.446 0.249 0.085
O -0.041 -1.101 1.058 -0.576 0.317 0.670
O -1.156 0.357 -0.944 0.575 -0.396 -0.278
S 0.822 -0.186 -2.599 -0.284 0.044 0.083
```
Positions in Å, forces in eV/Å.

=====

(6)
Density functional theory data (the ωB97M-V functional and the def2-TZVPD basis) for an isolated molecule of C2H5NO2 at a distorted geometry.

**LUMO energy (alpha / beta)**: 0.8987 / -0.8362 eV
**2S+1**: 3
**Frontier orbital gap (alpha / beta)**: 10.2673 / 9.1382 eV
**E**: -284.2125 a.u.
**Largest force on an atom**: 0.048 hartree/bohr
**E_HOMO (alpha / beta)**: -0.3443 / -0.3666 Ha

The geometry in XYZ format:
```
10
Properties=species:S:1:pos:R:3:forces:R:3
C -0.707 -0.619 -0.019 1.645 -1.804 -0.426
C 1.334 0.610 0.038 0.546 -0.231 0.085
N -0.068 0.583 -0.039 -0.866 1.373 0.119
O -2.104 -0.614 0.027 -2.075 0.391 0.259
O -2.694 0.554 0.000 0.163 -0.112 -0.016
H -0.495 -1.199 -0.943 0.221 0.112 0.015
H -0.408 -1.310 0.799 0.071 0.353 0.003
H 1.806 -0.348 0.288 0.092 0.042 -0.028
H 1.719 0.972 -0.923 0.100 -0.067 0.000
H 1.617 1.370 0.771 0.103 -0.056 -0.011
```
Positions in Å, forces in eV/Å.

=====

(7)
Density functional theory data (the ωB97M-V functional and the def2-TZVPD basis) for an isolated molecule of C2H9N4P at a distorted geometry.

**LUMO energy (alpha / beta)**: -1.5109 / -0.3250 eV
**2S+1**: 1
**Frontier orbital gap (alpha / beta)**: 6.7160 / 8.5444 eV
**E**: -641.8633 a.u.
**Largest force on an atom**: 0.078 hartree/bohr
**E_HOMO (alpha / beta)**: -0.3023 / -0.3259 Ha

The geometry in XYZ format:
```
16
Properties=species:S:1:pos:R:3:forces:R:3
C 1.733 -0.425 0.183 -0.159 -1.378 1.287
C 1.381 0.970 0.281 1.025 0.029 -2.365
N -2.599 0.786 0.307 1.044 0.003 -0.372
N -0.570 -0.737 1.361 2.224 2.537 0.561
N 0.210 1.095 -0.492 -3.548 -1.709 0.657
N -1.527 -1.199 -0.917 -0.302 0.452 -1.643
P -1.212 0.073 0.090 -0.436 2.009 -0.455
H 1.167 -1.108 -0.427 0.437 0.190 -0.500
H 2.526 -0.834 0.774 0.302 -0.257 0.267
H 1.340 1.277 1.290 -0.029 0.560 1.377
H 2.062 1.633 -0.306 0.522 -0.450 0.813
H -2.521 1.726 0.671 -0.102 0.131 0.167
H -0.827 -1.669 1.265 -0.552 -2.324 0.089
H 0.023 2.052 -0.624 -1.055 1.151 -0.328
H -0.651 -1.696 -0.995 -0.264 -0.509 -0.783
H -2.003 -0.972 -1.824 0.892 -0.436 1.228
```
Positions in Å, forces in eV/Å.

=====

(8)
Density functional theory data (the ωB97M-V functional and the def2-TZVPD basis) for a structure of composition C6H5I2NO at a distorted geometry.

**LUMO energy (alpha / beta)**: -2.6105 / -2.6103 eV
**2S+1**: 1
**Frontier orbital gap (alpha / beta)**: 5.1683 / 5.1691 eV
**E**: -956.7914 a.u.
**Largest force on an atom**: 0.087 hartree/bohr
**E_HOMO (alpha / beta)**: -0.2859 / -0.2859 Ha

The geometry in XYZ format:
```
15
Properties=species:S:1:pos:R:3:forces:R:3
C -0.159 -0.775 -0.595 -1.724 -2.720 -2.828
C -0.610 0.496 -0.978 1.308 0.324 -1.245
C 0.273 -1.082 0.646 0.152 0.085 0.081
C -0.579 1.499 -0.068 0.670 0.086 0.026
C 0.114 -0.108 1.593 0.208 -2.665 3.565
C -0.353 1.110 1.272 -1.018 2.806 -0.271
N -0.621 1.891 2.354 1.293 -0.537 0.917
O 1.748 3.266 1.765 -0.416 -0.717 0.234
I -1.721 3.411 2.249 -0.546 1.228 -0.313
I 1.081 4.939 1.366 -0.253 0.449 -0.118
H -0.374 -1.708 -1.251 0.888 1.949 0.532
H -0.633 0.810 -2.032 -0.502 -0.667 0.389
H 0.655 -2.061 0.839 -0.009 -0.432 0.403
H -0.498 2.523 -0.428 -0.650 -0.008 0.500
H 0.088 -0.414 2.706 0.600 0.821 -1.871
```
Positions in Å, forces in eV/Å.